Record 1
ORCA calculation (ωB97M-V with the def2-TZVPD basis set) on C6H14NO as an isolated structure.

CARTESIAN COORDINATES (ANGSTROEM)
1 C 0.72701 -0.03881 -2.15807
2 C 1.49688 -0.21182 -0.86208
3 C -0.17454 -1.41200 0.81152
4 C -1.33792 -0.66177 1.29879
5 C -2.61842 -1.15540 1.83293
6 N 1.43132 0.71327 0.08882
7 C 1.88242 2.22692 -0.63072
8 O 3.00023 2.42728 -1.37242
9 H -0.13012 0.66107 -1.68131
10 H 0.39703 -1.00885 -2.66940
11 H 1.31651 0.62651 -2.89578
12 H 2.43739 -0.04955 -1.35424
13 H -0.59685 -1.87536 -0.04394
14 H 0.46622 -1.81327 1.49414
15 H -1.62810 0.04524 0.49638
16 H -1.16509 0.04536 2.21916
17 H -2.24268 -1.52811 2.98603
18 H -3.18502 -0.18448 1.89602
19 H -3.30518 -1.85482 1.38482
20 H 0.30193 -0.35253 0.05415
21 H 1.94914 3.07682 0.35890
22 H 0.97784 2.32431 -1.25371

Atomic forces in eV per Å
-3.6 -0.1 0.4
4.2 4.5 -1.8
-1.9 4.0 -3.9
-0.3 3.6 1.2
-0.4 -0.3 4.3
-1.2 -0.1 -1.1
5.0 3.6 0.5
-2.9 -1.4 1.8
0.8 -1.7 -1.9
0.1 1.5 0.5
-0.6 -1.1 1.5
2.1 -1.0 0.1
0.3 -2.1 -0.6
1.8 -1.4 1.3
0.2 -0.1 0.1
0.9 -0.7 -1.9
-2.0 0.6 -2.8
0.0 -1.1 0.7
0.3 -0.7 -0.5
-1.4 -2.9 3.7
-0.9 -2.6 -2.1
-0.4 -0.3 0.6

Computed properties:
* charge: -1
* energy above the lowest of the compared OMol25 structures with the same formula, charge and spin: 912.2 kJ/mol
* E_LUMO: 3.47 eV

---

Record 2
ORCA calculation (ωB97M-V with the def2-TZVPD basis set) on an isolated ion of composition C6H14NO and charge -1.

CARTESIAN COORDINATES (ANGSTROEM)
1 C 1.99939 1.48098 0.77205
2 C 1.86161 1.01158 -0.69015
3 C 1.19743 -0.38415 -0.79712
4 N 0.18011 -0.68695 0.16383
5 C -1.20538 -0.36289 -0.17976
6 C -1.87769 0.47723 0.90906
7 C -1.98907 -1.75460 -0.28229
8 O -1.15625 -2.78363 -0.57562
9 H 2.95538 1.96937 0.99355
10 H 1.75282 0.75848 1.54763
11 H 1.33212 2.32489 1.01866
12 H 1.43544 1.79881 -1.30925
13 H 2.89873 0.85144 -0.96609
14 H 1.99860 -1.12439 -0.77510
15 H 0.77601 -0.40142 -1.83078
16 H 0.15022 -1.71201 0.24069
17 H -1.16179 0.15108 -1.15473
18 H -1.65057 0.05269 1.88895
19 H -2.92426 0.44677 0.59789
20 H -1.39494 1.46260 0.98053
21 H -2.64413 -1.56718 -1.19326
22 H -2.53378 -2.00870 0.64128

Atomic forces in eV per Å
-0.6 1.6 0.6
0.8 -0.5 1.7
-0.6 0.9 -1.4
0.2 -0.1 0.8
0.7 -0.6 1.0
1.1 0.1 -0.8
1.1 -0.5 -2.2
0.3 -0.1 0.2
0.3 -0.5 -0.2
0.2 -0.4 -0.3
-0.3 -0.3 -0.3
-0.2 -0.2 -0.1
0.2 0.2 -0.8
-0.1 -0.2 0.2
0.2 -0.4 0.2
-0.1 -0.2 -0.2
-0.5 0.0 0.1
-0.5 -0.5 -0.1
-0.2 0.6 0.7
-0.6 0.2 -0.3
-0.6 0.0 1.0
-0.6 0.8 0.2

Computed properties:
* charge: -1
* energy above the lowest of the compared OMol25 structures with the same formula, charge and spin: 105.4 kJ/mol
* SMILES: CCCN[C@H](C)C[O-]
* E_LUMO: 3.85 eV

---

Record 3
ORCA calculation (ωB97M-V with the def2-TZVPD basis set) on an isolated ion of composition C6H14NO and charge -1.

CARTESIAN COORDINATES (ANGSTROEM)
1 N -2.29603 -1.54925 -1.96985
2 C -1.04301 -0.81489 -2.23792
3 C -0.92408 0.56586 -1.57568
4 C -0.59619 0.45987 -0.06960
5 C 0.90848 0.29481 0.21077
6 C 1.13077 -0.12954 1.67043
7 C 1.96196 0.83770 2.66338
8 O 2.25805 0.10188 3.75110
9 H -2.21463 -2.13669 -1.14700
10 H -3.00088 -0.87026 -1.68417
11 H -0.20041 -1.37514 -1.79905
12 H -0.89719 -0.73035 -3.33972
13 H -1.94693 0.93946 -1.58299
14 H -0.32042 1.25531 -2.15893
15 H -1.05690 1.33236 0.40113
16 H -1.00332 -0.43800 0.44720
17 H 1.40619 1.25772 -0.01723
18 H 1.38932 -0.37614 -0.53832
19 H 0.33336 -0.47651 2.31674
20 H 1.82831 -0.97922 1.70592
21 H 2.88824 1.08275 2.08160
22 H 1.39529 1.74825 2.87220

Atomic forces in eV per Å
-0.1 0.5 0.3
1.0 -0.1 -0.1
-1.7 -1.0 0.7
0.8 -0.5 -0.5
-0.4 0.9 0.2
2.4 0.3 0.4
0.3 -2.3 -0.3
-0.1 0.5 0.4
0.3 0.0 -0.1
0.0 -0.1 -0.3
-0.2 -0.3 -0.6
-0.1 -0.1 0.7
-0.3 0.6 -0.4
0.4 0.0 0.2
0.5 0.0 0.4
-0.5 0.5 -0.8
-0.1 -0.1 0.4
-0.5 0.0 0.5
-0.9 0.1 -0.5
-0.2 0.1 -0.2
-0.2 0.5 -0.2
-0.4 0.7 -0.1

Computed properties:
* charge: -1
* energy above the lowest of the compared OMol25 structures with the same formula, charge and spin: 120.3 kJ/mol
* SMILES: NCCCCCC[O-]
* E_LUMO: 3.52 eV

---

Record 4
ORCA calculation (ωB97M-V with the def2-TZVPD basis set) on an isolated ion of composition C6H14NO and charge -1.

CARTESIAN COORDINATES (ANGSTROEM)
1 C 1.37301 -1.04287 -1.91668
2 C 0.61710 0.18552 -1.25201
3 C 1.23520 1.55818 -1.84676
4 C 0.66436 0.16021 0.33743
5 C -0.47428 0.40556 1.20607
6 N -1.62676 -0.56524 1.01140
7 C -2.21911 -0.99248 2.43319
8 O -3.09877 -0.16590 2.79378
9 H 1.94540 -0.80516 -2.71731
10 H 1.86151 -1.36575 -1.00410
11 H 0.65423 -1.82356 -2.01706
12 H -0.41485 0.17146 -1.53455
13 H 1.04210 1.84690 -2.84626
14 H 2.25598 1.38618 -1.87052
15 H 0.80909 2.26335 -1.22920
16 H 1.61508 0.63304 0.82906
17 H 1.08844 -0.88816 0.70783
18 H -0.21392 0.66939 2.19236
19 H -0.78058 1.39842 0.86134
20 H -2.36762 0.02983 0.57943
21 H -2.60012 -2.09202 2.19272
22 H -1.36550 -0.96691 3.08984

Atomic forces in eV per Å
-2.7 0.7 4.9
0.9 1.1 -0.6
-1.6 -3.2 0.6
5.3 -3.3 0.7
-3.4 1.0 -2.2
1.4 1.0 0.3
-0.2 -1.1 -2.8
-2.4 1.6 1.2
1.7 0.5 -2.4
1.3 -0.4 -0.5
-0.5 -0.6 -0.9
-0.8 -0.1 0.0
-1.0 -0.3 -1.3
2.3 0.4 0.9
0.0 2.2 1.5
-1.4 0.5 -1.4
-1.2 1.1 -1.3
0.4 -0.6 1.6
-0.7 0.4 0.0
0.4 -0.9 0.9
0.7 1.0 0.5
1.4 -0.8 0.5

Computed properties:
* charge: -1
* energy above the lowest of the compared OMol25 structures with the same formula, charge and spin: 259.3 kJ/mol
* SMILES: CC(C)CCNC[O-]
* E_LUMO: 3.48 eV

---

Record 5
ORCA calculation (ωB97M-V with the def2-TZVPD basis set) on C6H14NO as an isolated structure.

CARTESIAN COORDINATES (ANGSTROEM)
1 C 1.05991 1.46943 0.84158
2 C 1.18961 0.32336 -0.17750
3 C -1.69747 0.30388 -1.04887
4 C -2.47643 -0.44636 -0.01904
5 C -3.94629 -0.01614 0.08263
6 N 0.50655 -0.86126 -0.10068
7 C 2.38950 -0.73616 0.20248
8 O 3.68892 -0.22684 0.18491
9 H -0.00707 1.78122 0.94681
10 H 1.54382 2.30940 0.37594
11 H 1.69193 1.21267 1.75249
12 H 1.36265 0.73700 -1.20374
13 H -1.71469 -0.09104 -2.10025
14 H -1.85553 1.36697 -1.08160
15 H -1.97739 -0.19528 0.98717
16 H -2.60893 -1.53806 -0.23446
17 H -4.40011 -0.79089 0.69830
18 H -4.02747 0.99986 0.46510
19 H -4.25264 -0.05152 -0.98311
20 H -0.53324 -0.48000 -0.60920
21 H 2.54107 -1.69621 -0.45736
22 H 2.29928 -0.94796 1.30441

Atomic forces in eV per Å
0.9 -0.9 0.2
-0.2 -1.5 -0.1
1.6 -3.2 -0.5
-1.1 0.6 1.4
0.8 -0.3 -1.0
-0.7 2.7 0.1
5.6 -2.1 2.0
-1.1 1.2 -1.2
0.7 -0.7 0.4
0.4 0.5 -0.1
-1.4 0.4 -0.7
-0.1 -0.2 0.5
-0.3 0.2 0.9
0.5 0.6 0.5
-0.7 -1.1 -1.2
1.2 0.7 0.4
-0.8 0.4 0.1
-0.3 -0.1 0.1
-0.7 0.0 0.7
-1.6 1.5 -2.4
-1.6 1.4 1.1
-1.1 -0.3 -1.0

Computed properties:
* charge: -1
* energy above the lowest of the compared OMol25 structures with the same formula, charge and spin: 727.4 kJ/mol
* E_LUMO: 3.21 eV

---

Record 6
ORCA calculation (ωB97M-V with the def2-TZVPD basis set) on C6H14NO as an isolated structure.

CARTESIAN COORDINATES (ANGSTROEM)
1 C 2.16749 1.26237 -0.97979
2 N 2.02909 2.54024 -0.93131
3 C -2.12190 0.46811 0.70746
4 C -2.73020 -0.89200 0.29950
5 O -1.93879 -1.89982 0.68155
6 C 0.98345 0.31693 -1.17031
7 C 1.16238 -0.56386 1.32362
8 C 1.06331 -0.87479 -0.21495
9 H 1.77123 2.01215 0.06043
10 H 3.12975 0.71596 -1.09500
11 H -2.48181 1.40807 0.27082
12 H -2.02518 0.50131 1.79458
13 H -1.08581 0.45851 0.37533
14 H -2.84275 -0.81590 -0.82235
15 H -3.79376 -0.87081 0.65234
16 H 0.99468 -0.00440 -2.21577
17 H 0.08732 0.91272 -1.02703
18 H 2.02018 -1.16536 1.63492
19 H 0.24230 -0.86656 1.81171
20 H 1.44512 0.47018 1.46688
21 H 0.08431 -1.38206 -0.24539
22 H 1.87406 -1.55471 -0.47785

Atomic forces in eV per Å
-0.5 -1.4 -2.5
0.9 -0.1 1.6
0.9 0.1 0.1
0.2 0.8 -0.8
-0.1 -0.3 0.3
0.8 0.1 1.2
1.1 -0.5 -1.6
-1.3 -0.2 0.7
-1.0 1.6 0.0
0.3 0.2 -0.1
-0.7 -0.1 0.2
-0.4 0.3 0.2
0.1 -0.2 0.0
-0.1 -0.1 0.0
0.0 -0.3 0.2
0.2 0.0 0.0
-0.2 0.0 0.0
-0.2 0.1 0.6
0.0 0.2 0.1
-0.2 0.4 0.5
0.3 -0.4 -0.5
-0.1 0.0 -0.3

Computed properties:
* charge: -1
* energy above the lowest of the compared OMol25 structures with the same formula, charge and spin: 398.2 kJ/mol
* E_LUMO: 3.66 eV

---

Record 7
ORCA calculation (ωB97M-V with the def2-TZVPD basis set) on an isolated ion of composition C6H14NO and charge -2.

CARTESIAN COORDINATES (ANGSTROEM)
1 C -1.19030 0.59518 1.16894
2 C -1.68674 1.32711 -0.24057
3 C -0.83630 2.53396 -0.62836
4 O 0.49127 2.26036 -0.52413
5 C 0.18537 0.10653 1.06460
6 N 0.35478 -1.26751 0.69593
7 C 1.44501 -1.31881 -0.29620
8 C 1.51630 -2.73820 -0.75329
9 H -1.34067 1.43390 1.95995
10 H -1.79518 -0.19734 1.38474
11 H -2.70116 1.39012 -0.29427
12 H -1.55873 0.42607 -0.96794
13 H -0.94015 3.45743 -0.06258
14 H -1.14533 2.93242 -1.63381
15 H 0.59858 1.32124 0.19391
16 H 0.73887 0.33212 2.02150
17 H -0.64222 -1.71642 0.40038
18 H 1.53789 -0.41673 -1.06258
19 H 2.35638 -1.09800 0.24604
20 H 1.40002 -3.39752 0.04660
21 H 2.45974 -3.04132 -1.27805
22 H 0.75256 -2.92460 -1.44081

Atomic forces in eV per Å
-0.2 4.9 -1.2
3.2 -3.6 0.6
-0.2 0.3 -0.5
1.4 -0.4 -0.4
2.1 2.7 1.2
-2.2 -0.4 -1.4
0.1 0.7 -0.2
2.2 0.6 -1.7
0.4 -1.4 -0.8
-2.6 -2.2 0.6
-3.2 1.1 0.3
0.5 1.6 0.6
-1.2 0.3 1.1
0.1 -0.6 -0.1
-0.2 -1.0 0.0
-0.4 -0.4 -0.2
3.3 1.2 0.2
-1.1 -1.9 0.9
0.3 0.0 0.7
-0.2 -1.1 1.4
-0.5 0.3 0.3
-1.4 -0.6 -1.2

Computed properties:
* charge: -2
* multiplicity: 2
* energy above the lowest of the compared OMol25 structures with the same formula, charge and spin: 337.8 kJ/mol
* E_LUMO (alpha / beta): 6.44 / 6.32 eV

---

Record 8
ORCA calculation (ωB97M-V with the def2-TZVPD basis set) on an isolated ion of composition C6H14NO and charge +1.

CARTESIAN COORDINATES (ANGSTROEM)
1 C -0.53757 -1.72051 1.58371
2 C 0.91721 -1.75274 1.14538
3 C 1.18651 -1.07542 -0.24566
4 C 0.92570 0.45390 -0.36753
5 C -0.44010 0.94296 -0.80205
6 N -1.00928 1.95151 0.15821
7 C -0.63171 1.37561 -2.22190
8 O -1.53697 2.12519 -2.48580
9 H -1.00381 -0.74490 1.45870
10 H -1.15359 -2.27578 0.85267
11 H -0.69182 -2.10114 2.59201
12 H 1.55824 -1.09005 1.76841
13 H 1.48290 -2.67449 1.24202
14 H 2.25704 -1.23933 -0.33008
15 H 0.55767 -1.59850 -0.97079
16 H 1.11242 0.81851 0.65135
17 H 1.72785 0.71477 -1.07796
18 H -1.21471 0.14370 -0.85186
19 H -0.35685 2.74033 0.20957
20 H -1.81598 2.38577 -0.32177
21 H -1.31860 1.61478 1.07235
22 H -0.01455 1.00583 -3.05898

Atomic forces in eV per Å
-0.2 -0.8 -1.0
0.9 2.7 0.0
-1.1 -1.1 1.0
1.0 -1.2 0.5
-0.6 -2.0 0.4
-0.3 1.1 -1.6
-0.4 1.5 -1.0
0.0 0.2 0.3
0.3 0.6 0.5
0.3 -0.4 0.5
-0.2 0.1 -0.1
-0.6 -0.3 0.4
-0.7 -0.5 -0.3
0.0 0.0 -0.9
0.6 -0.1 -0.5
0.4 0.5 -0.4
-0.5 0.9 0.4
0.6 -0.1 0.7
0.1 -0.2 0.7
-0.2 -0.2 0.0
0.4 -0.2 -0.1
0.3 -0.4 0.6

Computed properties:
* charge: +1
* energy above the lowest of the compared OMol25 structures with the same formula, charge and spin: 133.4 kJ/mol
* SMILES: CCCC[C@@H]([NH3+])C=O
* E_LUMO: -3.97 eV

---

- Which value of charge does entry 3 give?
  -1